Record 1
DFT (ωB97M-V/def2-TZVPD) results for one molecule with the formula C12H16N2O4 at a distorted geometry.

Properties
LUMO, eV: 0.4
ΔE to the lowest compared entry with this formula, charge and spin, kcal/mol: 70.7
Highest occupied orbital energy, Ha: -0.3128
Orbital gap, Ha: 0.32814
SMILES string: C[C@H](N)C(=O)N[C@@H](Cc1ccc(O)cc1)C(=O)O
Calculated total energy, hartree: -877.28584
Total charge: 0

Each line ends with the natural charge from an NBO analysis.
CARTESIAN COORDINATES (ANGSTROEM)
C  -3.941  1.172  0.375  -0.612
C  -2.590  1.972  0.431  -0.122
N  -2.402  3.317  -0.191  -0.874
C  -1.379  1.136  -0.157  0.695
O  -0.744  1.456  -1.127  -0.619
N  -1.086  0.018  0.466  -0.620
C  -0.591  -1.179  -0.268  -0.119
C  0.420  -1.772  0.894  -0.408
C  1.738  -1.125  0.628  -0.042
C  2.485  -1.372  -0.532  -0.206
C  3.409  -0.462  -0.993  -0.259
C  3.767  0.611  -0.176  0.272
O  4.704  1.670  -0.480  -0.681
C  3.131  0.800  1.023  -0.249
C  2.158  -0.130  1.531  -0.184
C  -1.875  -2.162  -0.340  0.774
O  -1.913  -3.352  -0.229  -0.576
O  -2.938  -1.395  -0.625  -0.683
H  -3.874  0.180  0.786  0.208
H  -4.263  1.092  -0.701  0.213
H  -4.610  1.743  0.877  0.202
H  -2.282  2.050  1.495  0.180
H  -2.042  3.243  -1.191  0.417
H  -3.116  3.892  0.161  0.370
H  -1.536  -0.293  1.297  0.385
H  -0.188  -1.100  -1.236  0.259
H  0.010  -1.488  1.896  0.207
H  0.616  -2.870  0.815  0.234
H  2.114  -2.225  -1.128  0.209
H  3.783  -0.634  -1.964  0.215
H  5.030  1.501  -1.328  0.471
H  3.648  1.655  1.476  0.236
H  1.557  -0.069  2.414  0.210
H  -3.681  -1.988  -0.402  0.495

=====

Record 2
DFT (ωB97M-V/def2-TZVPD) results for a 3-piece molecular cluster, C4H5N3O2 overall at a distorted geometry.

Properties
LUMO, eV: -1.1
ΔE to the lowest compared entry with this formula, charge and spin, kcal/mol: 271.5
Highest occupied orbital energy, Ha: -0.3237
Orbital gap, Ha: 0.28151
Calculated total energy, hartree: -469.80711
Total charge: 0

Each line ends with the natural charge from an NBO analysis.
CARTESIAN COORDINATES (ANGSTROEM)
C  0.081  0.613  -1.871  -0.126
C  -1.171  0.525  -1.620  0.076
C  -0.241  -0.114  0.138  0.708
C  -0.793  -1.067  2.163  0.468
H  2.403  1.607  -0.312  0.301
H  2.091  -0.796  0.940  0.491
H  0.643  1.176  -2.652  0.259
H  -2.257  0.643  -2.116  0.246
H  -0.090  -1.603  3.076  0.151
N  2.075  0.023  -0.302  -0.660
N  0.665  0.026  -0.783  -0.237
N  0.118  -0.627  1.251  -0.663
O  -1.424  0.055  -0.391  -0.368
O  -2.099  -0.460  2.479  -0.645